Entry from the Open Molecules 2025 dataset: C45H51BF2InN9S as an isolated structure at a distorted geometry (wB97M-V/def2-TZVPD).

As for the net charge: -2. As for the spin multiplicity: 1. As for the energy above the lowest of the compared OMol25 structures with the same formula, charge and spin: 1.144 eV. The calculation puts the HOMO energy at 0.527 eV. For the LUMO energy, the calculation gives 3.2 eV.

Geometry (Å):
In (1.48167, 0.76621, 2.41470)
B (5.38770, -0.92499, 1.14216)
N (4.58667, -1.49635, 2.35224)
C (4.85443, -2.71091, 2.92400)
C (3.95220, -2.98721, 3.93085)
C (3.09570, -1.85139, 3.98002)
N (3.44124, -0.92001, 3.08532)
N (4.58619, -0.67820, -0.13937)
C (5.08870, -0.29312, -1.30942)
C (4.12088, -0.51858, -2.29812)
C (2.95927, -0.98420, -1.58682)
N (3.28103, -1.03098, -0.28719)
H (6.13586, -1.83465, 0.94577)
H (6.00233, 0.07147, 1.52838)
H (5.71672, -3.27091, 2.56007)
H (3.87397, -3.86972, 4.55408)
H (2.33989, -1.68425, 4.74098)
H (6.11834, -0.00704, -1.37660)
H (4.15605, -0.29865, -3.33937)
H (1.95490, -1.32324, -1.89670)
C (-2.70333, 3.65095, 1.71281)
C (-2.21893, 4.72953, 2.42978)
C (-1.15410, 4.53201, 3.30489)
C (-0.56332, 3.24485, 3.41626)
N (-0.86900, 2.31570, 2.47818)
C (-1.97062, 2.44150, 1.72892)
C (0.37997, 2.86913, 4.51602)
C (0.43847, 3.60136, 5.70767)
C (1.25144, 3.20844, 6.79383)
C (2.01975, 2.04561, 6.67262)
C (1.86939, 1.27780, 5.48353)
C (1.22718, 1.76298, 4.38608)
H (-3.49174, 3.71947, 0.92482)
H (-2.60682, 5.75842, 2.32981)
H (-0.76686, 5.40219, 3.85692)
H (-2.33197, 1.64871, 1.15379)
H (-0.26653, 4.43040, 5.85584)
H (1.33803, 3.85027, 7.64333)
H (2.70651, 1.69178, 7.40660)
H (2.41542, 0.32092, 5.48931)
F (6.28446, 3.56603, 2.75851)
C (5.12869, 3.45368, 2.07489)
C (4.35198, 2.32238, 2.31960)
C (3.06817, 2.18924, 1.77089)
C (2.77177, 3.11967, 0.74095)
C (3.49576, 4.31355, 0.62740)
F (3.09230, 5.40991, -0.03553)
C (4.72096, 4.47015, 1.24012)
C (1.81062, 2.79851, -0.37041)
C (1.68196, 3.54693, -1.55387)
C (0.77636, 3.12231, -2.52115)
C (-0.04909, 2.01263, -2.29040)
C (0.03880, 1.41073, -1.00394)
N (0.91005, 1.81850, -0.06412)
H (4.82351, 1.54042, 2.86034)
H (5.36155, 5.40440, 1.01734)
H (2.35888, 4.36792, -1.75875)
H (0.73019, 3.63356, -3.50061)
H (-0.66251, 1.60489, -3.08972)
H (-0.55398, 0.55811, -0.72354)
C (-1.38213, -0.67482, 4.60428)
C (-1.08617, -1.91583, 3.77698)
C (-1.43818, -3.14190, 4.27316)
C (-1.30864, -4.35075, 3.50856)
C (-0.67927, -4.31952, 2.26505)
C (-0.21631, -3.13227, 1.71693)
C (0.40832, -3.12294, 0.35513)
C (-0.29407, -1.81524, 2.49164)
N (0.16755, -0.73705, 2.04405)
H (-0.47159, -0.27905, 5.04915)
H (-2.12383, -0.95084, 5.36118)
H (-1.81001, 0.09762, 3.90280)
H (-1.98308, -3.18524, 5.20821)
H (-1.64650, -5.25536, 4.01495)
H (-0.46788, -5.28090, 1.76672)
H (1.26197, -3.78745, 0.25327)
H (0.67169, -2.08721, 0.04433)
H (-0.30228, -3.44194, -0.42049)
C (-3.30408, 1.80623, -8.18852)
C (-2.73070, 0.45429, -7.87961)
C (-2.35747, 0.27835, -6.41533)
C (-2.01956, -1.18525, -6.09208)
N (-1.70510, -1.40684, -4.71407)
C (-2.56004, -1.51533, -3.64138)
S (-2.05405, -1.60617, -2.01475)
N (-3.86541, -1.53865, -3.95314)
C (-4.93342, -1.58968, -2.97131)
C (-5.66978, -2.96402, -2.73381)
C (-4.81507, -4.11469, -2.19953)
C (-4.48678, -5.27329, -3.10661)
H (-3.89169, 1.89555, -9.08224)
H (-2.53328, 2.61616, -8.15844)
H (-4.05868, 2.07631, -7.38816)
H (-1.94639, 0.26208, -8.59392)
H (-3.46192, -0.31329, -8.09140)
H (-3.13466, 0.56014, -5.74853)
H (-1.55968, 0.96019, -6.13002)
H (-1.13603, -1.53944, -6.62596)
H (-2.84474, -1.86982, -6.44350)
H (-0.71125, -1.33643, -4.44071)
H (-4.09431, -1.62810, -4.93997)
H (-5.72446, -0.92134, -3.44714)
H (-4.62599, -1.18532, -2.02457)
H (-6.27170, -3.26586, -3.61289)
H (-6.47388, -2.65991, -2.02269)
H (-5.38031, -4.57674, -1.33129)
H (-3.85260, -3.63448, -1.91030)
H (-5.19559, -6.12955, -3.04539)
H (-3.44900, -5.62940, -2.86338)
H (-4.42908, -4.96379, -4.11926)

Atomic partial charges in e from the Mulliken method, atoms 1 to 99: number 1, In, carries 0.75; number 2, B, carries 0.15; number 3, N, carries -0.43; number 4, C, carries -0.11; number 5, C, carries -1.50; number 6, C, carries -0.01; number 7, N, carries 0.33; number 8, N, carries 0.44; number 9, C, carries -0.40; number 10, C, carries -1.12; number 11, C, carries -0.33; number 12, N, carries -0.04; number 13, H, carries -0.25; number 14, H, carries -0.16; number 15, H, carries 0.35; number 16, H, carries 0.36; number 17, H, carries 0.44; number 18, H, carries 0.46; number 19, H, carries 0.35; number 20, H, carries 0.50; number 21, C, carries -0.86; number 22, C, carries -0.40; number 23, C, carries -0.93; number 24, C, carries 0.27; number 25, N, carries 0.57; number 26, C, carries -0.46; number 27, C, carries 0.62; number 28, C, carries -0.82; number 29, C, carries -0.75; number 30, C, carries -0.95; number 31, C, carries -0.05; number 32, C, carries 0.50; number 33, H, carries 0.28; number 34, H, carries 0.33; number 35, H, carries 0.36; number 36, H, carries 0.67; number 37, H, carries 0.31; number 38, H, carries 0.38; number 39, H, carries 0.50; number 40, H, carries -0.09; number 41, F, carries -0.36; number 42, C, carries 0.22; number 43, C, carries -1.12; number 44, C, carries 0.33; number 45, C, carries 0.32; number 46, C, carries 0.28; number 47, F, carries -0.40; number 48, C, carries -0.80; number 49, C, carries 0.41; number 50, C, carries -1.02; number 51, C, carries -0.39; number 52, C, carries -0.70; number 53, C, carries -0.99; number 54, N, carries 0.70; number 55, H, carries 0.73; number 56, H, carries 0.27; number 57, H, carries 0.46; number 58, H, carries 0.31; number 59, H, carries 0.43; number 60, H, carries 0.61; number 61, C, carries -0.78; number 62, C, carries 0.76; number 63, C, carries -0.68; number 64, C, carries -0.76; number 65, C, carries -0.43; number 66, C, carries 0.79; number 67, C, carries -0.98; number 68, C, carries 0.14; number 69, N, carries 0.06; number 70, H, carries -0.04; number 71, H, carries 0.49; number 72, H, carries -0.10; number 73, H, carries 0.28; number 74, H, carries 0.27; number 75, H, carries 0.28; number 76, H, carries 0.34; number 77, H, carries -0.39; number 78, H, carries 0.22; number 79, C, carries -1.23; number 80, C, carries -0.43; number 81, C, carries -0.04; number 82, C, carries -1.45; number 83, N, carries 0.06; number 84, C, carries -0.27; number 85, S, carries -0.06; number 86, N, carries 0.13; number 87, C, carries -1.14; number 88, C, carries -0.74; number 89, C, carries 0.28; number 90, C, carries -1.31; number 91, H, carries 0.40; number 92, H, carries 0.28; number 93, H, carries 0.29; number 94, H, carries 0.31; number 95, H, carries 0.36; number 96, H, carries 0.39; number 97, H, carries 0.32; number 98, H, carries 0.40; number 99, H, carries 0.28